{
  "formula": "C38H39N7O3Rh",
  "method": "the ωB97M-V functional and the def2-TZVPD basis",
  "elements": ["Rh", "C", "N", "C", "C", "C", "C", "C", "C", "C", "C", "H", "H", "H", "H", "H", "H", "H", "H", "H", "H", "H", "H", "N", "C", "C", "C", "N", "C", "N", "C", "C", "C", "C", "C", "C", "C", "C", "C", "C", "O", "O", "H", "H", "H", "H", "H", "H", "H", "H", "H", "H", "H", "N", "C", "C", "C", "C", "C", "C", "C", "C", "C", "C", "C", "C", "C", "H", "H", "H", "H", "H", "H", "H", "H", "H", "H", "C", "N", "C", "N", "O", "H", "H", "H", "H", "H", "H"],
  "xyz": [[-0.2592, 0.9285, 1.2035], [-1.2680, 2.2183, 4.0201], [-0.3499, 1.1374, 3.6653], [-0.8065, -0.1331, 4.2059], [1.0295, 1.4280, 4.0554], [2.0529, 1.0935, 2.9931], [3.3961, 1.0262, 3.3610], [4.3859, 0.8119, 2.4126], [4.0245, 0.6781, 1.0745], [2.6836, 0.7352, 0.7109], [1.6881, 0.9211, 1.6651], [-1.3383, 2.3494, 5.1110], [-2.2575, 1.9925, 3.6213], [-0.9309, 3.1508, 3.5717], [-0.8833, -0.0932, 5.3016], [-0.1100, -0.9265, 3.9267], [-1.7844, -0.3774, 3.7870], [1.2777, 0.9014, 4.9838], [1.1070, 2.4943, 4.2741], [3.6676, 1.1505, 4.4069], [5.4257, 0.7575, 2.7124], [4.7839, 0.5227, 0.3141], [2.4019, 0.5978, -0.3194], [-0.1381, 2.9118, 1.0864], [-0.0943, 4.0436, 0.9009], [-0.0998, 5.4244, 0.6400], [-1.2344, 6.0238, 0.0167], [-2.1541, 6.5022, -0.4970], [1.0166, 6.2243, 1.0365], [1.9191, 6.8736, 1.3565], [1.8720, 0.7670, -7.4240], [1.4860, 0.6323, -5.9718], [0.1967, 0.8888, -5.5356], [-0.1686, 0.7582, -4.1941], [-1.5931, 1.0700, -3.8144], [0.7765, 0.3339, -3.2526], [2.0929, 0.0702, -3.6841], [3.2027, -0.3523, -2.7466], [2.4172, 0.2305, -5.0253], [0.4105, 0.0947, -1.7849], [0.7115, -1.0044, -1.3129], [-0.2036, 1.0443, -1.1565], [1.0589, 1.2027, -8.0058], [2.1129, -0.2066, -7.8614], [2.7527, 1.4034, -7.5437], [-0.5541, 1.2111, -6.2535], [-2.1713, 1.3344, -4.7018], [-1.6261, 1.9036, -3.1152], [-2.0662, 0.2040, -3.3371], [3.5119, 0.4870, -2.1179], [4.0731, -0.6754, -3.3190], [2.8816, -1.1542, -2.0857], [3.4383, 0.0241, -5.3401], [-0.3996, -0.9574, 1.3211], [-0.2293, -2.1594, 1.1641], [-0.8913, -2.8600, -0.0047], [-2.0120, -2.2893, -0.5781], [-2.6160, -2.8694, -1.6863], [-2.0921, -4.0331, -2.2340], [-0.9674, -4.6074, -1.6647], [-0.3721, -4.0218, -0.5487], [0.5549, -2.9667, 2.1863], [0.0394, -4.1467, 2.7066], [0.7165, -4.8311, 3.7126], [1.9226, -4.3412, 4.1922], [2.4495, -3.1729, 3.6605], [1.7637, -2.4852, 2.6625], [-2.4035, -1.3761, -0.1466], [-3.4942, -2.4106, -2.1262], [-2.5552, -4.4850, -3.1035], [-0.5371, -5.5033, -2.0967], [0.5261, -4.4558, -0.1234], [-0.9050, -4.5257, 2.3315], [0.2974, -5.7419, 4.1225], [2.4516, -4.8717, 4.9759], [3.3968, -2.7870, 4.0173], [2.1726, -1.5769, 2.2361], [-5.7887, 1.0380, -0.2818], [-4.7553, 1.0369, 0.7276], [-3.4165, 1.1309, 0.4766], [-3.0351, 1.1190, -0.8129], [-2.6134, 1.2249, 1.4159], [-6.7567, 1.0162, 0.2117], [-5.7299, 0.1563, -0.9267], [-5.7520, 1.9324, -0.9095], [-4.9964, 1.1140, 1.6979], [-3.6968, 0.9792, -1.5501], [-2.0387, 1.0921, -1.0394]],
  "atomic_forces_ev_per_a": [[0.1, 0.9, 0.2], [-0.2, 0.1, 0.0], [-0.2, -0.1, -1.2], [-0.1, -0.4, 0.0], [0.4, 0.1, -0.1], [0.0, 0.0, 0.3], [0.1, 0.0, 0.0], [-0.1, 0.0, -0.1], [-0.1, 0.0, 0.1], [0.1, -0.1, 0.2], [-0.4, -0.1, -0.7], [0.1, -0.1, 0.0], [0.1, 0.0, 0.0], [0.0, 0.0, 0.0], [0.0, 0.1, 0.0], [-0.1, 0.1, 0.0], [0.1, 0.0, 0.0], [0.0, 0.0, 0.1], [0.0, 0.1, 0.0], [0.0, 0.0, -0.1], [0.0, 0.0, 0.0], [-0.1, 0.0, 0.1], [0.0, 0.0, 0.0], [0.1, -0.1, 0.2], [-0.1, 1.4, -0.4], [0.1, 0.1, 0.2], [0.3, -0.2, 0.1], [0.1, -0.1, 0.1], [-0.3, -0.2, -0.1], [-0.2, -0.1, 0.0], [0.0, 0.0, 0.0], [0.0, 0.0, -0.1], [0.0, 0.0, 0.0], [0.0, 0.0, 0.0], [0.0, -0.1, 0.1], [0.1, 0.2, 0.0], [0.0, 0.0, 0.1], [-0.1, 0.0, 0.0], [0.1, 0.0, 0.0], [0.0, -1.0, 0.0], [0.1, 0.9, -0.4], [0.2, -0.1, 1.1], [0.0, 0.0, 0.0], [0.0, 0.0, 0.0], [0.0, 0.0, 0.0], [0.0, 0.0, 0.1], [0.0, 0.0, 0.0], [0.0, 0.0, 0.0], [0.0, 0.1, 0.0], [0.0, 0.0, 0.0], [0.0, 0.0, 0.0], [0.0, 0.0, 0.0], [-0.1, 0.0, 0.0], [0.6, 0.8, 0.8], [-0.6, -1.2, -0.2], [0.4, -0.4, 0.6], [-0.5, 0.0, -0.3], [0.1, 0.1, 0.2], [0.0, 0.0, -0.1], [0.2, 0.0, 0.1], [0.0, -0.3, -0.3], [-0.3, -0.1, -0.5], [0.0, -0.2, 0.2], [-0.1, 0.1, -0.1], [0.0, -0.1, 0.1], [-0.1, 0.2, -0.2], [0.4, -0.1, 0.2], [0.0, 0.0, 0.0], [0.0, 0.0, 0.0], [0.0, 0.0, 0.0], [0.0, 0.0, 0.0], [-0.1, 0.0, 0.0], [0.0, 0.0, 0.0], [0.0, 0.0, 0.0], [0.0, 0.0, 0.0], [0.0, 0.0, 0.0], [0.0, 0.0, 0.0], [0.0, 0.0, 0.0], [0.1, 0.0, -0.1], [0.0, 0.0, -0.2], [0.0, 0.0, 0.1], [0.0, -0.2, -0.1], [0.0, 0.0, 0.0], [0.0, 0.0, 0.0], [0.0, 0.0, 0.0], [0.0, 0.0, 0.0], [-0.1, 0.0, -0.1], [0.1, 0.0, 0.1]],
  "homo_ha": [-0.154, -0.165],
  "charge": -1,
  "energy_ev": -59622.47288,
  "gap_ha": [0.2348, 0.2481],
  "relative_energy_kj_mol": 135.4,
  "mol_weight_g_mol": 744.7
}



{
  "formula": "C38H40BrF3Ge2N3OTi",
  "method": "the ωB97M-V functional and the def2-TZVPD basis",
  "elements": ["Ti", "Br", "C", "C", "C", "C", "O", "C", "C", "N", "C", "C", "C", "C", "C", "C", "C", "C", "N", "C", "C", "H", "H", "H", "H", "H", "H", "H", "H", "H", "H", "C", "C", "Ge", "C", "C", "C", "C", "Ge", "C", "C", "C", "C", "C", "C", "C", "C", "C", "C", "H", "H", "H", "H", "H", "H", "H", "H", "H", "H", "H", "H", "H", "H", "H", "H", "H", "H", "H", "H", "H", "H", "H", "H", "H", "H", "F", "C", "F", "F", "C", "C", "C", "N", "C", "C", "H", "H", "H", "H"],
  "xyz": [[0.3416, -0.8599, -0.0866], [-5.4389, -5.5068, 0.4401], [-4.1184, -4.1779, 0.1142], [-4.5171, -2.9145, -0.3329], [-3.5767, -1.9361, -0.5511], [-2.2164, -2.1851, -0.3222], [-1.3318, -1.2288, -0.4761], [-1.8063, -3.4979, 0.0585], [-0.4319, -3.8509, 0.0341], [0.5359, -2.9881, -0.1514], [1.8274, -3.4084, -0.3984], [2.3127, -4.7152, -0.3103], [3.6313, -4.9984, -0.6365], [4.5070, -3.9961, -0.9850], [4.0826, -2.6577, -1.0239], [4.9599, -1.5775, -1.2632], [4.4470, -0.3022, -1.2992], [3.0816, -0.1125, -1.1095], [2.2136, -1.1010, -0.8626], [2.7120, -2.3649, -0.7827], [-2.7888, -4.4776, 0.2924], [-5.5606, -2.7120, -0.5055], [-3.8570, -0.9524, -0.9011], [-0.2106, -4.9172, 0.0855], [1.6888, -5.5321, 0.0171], [3.9700, -6.0220, -0.5972], [5.5343, -4.2171, -1.2213], [6.0162, -1.7639, -1.3790], [5.0860, 0.5488, -1.4778], [2.6733, 0.8902, -1.1411], [-2.4849, -5.4676, 0.6029], [-3.7643, 0.6364, 2.5953], [-2.4763, -0.1597, 2.4010], [-1.0602, 0.8520, 1.3233], [0.0630, 1.8889, 2.6903], [-0.7359, 2.9570, 3.4187], [-1.9210, 2.2193, 0.1958], [-1.5128, 2.4555, -1.0561], [-0.1520, 1.1039, -1.7734], [-0.8897, -0.2198, -3.1572], [-1.1811, 0.2496, -4.5746], [1.2377, 2.2196, -2.7862], [1.6853, 3.3969, -1.9344], [-1.9420, 3.6181, -1.8319], [-2.5280, 4.7238, -1.2055], [-2.9586, 5.8062, -1.9462], [-2.8020, 5.8242, -3.3238], [-2.1829, 4.7552, -3.9501], [-1.7661, 3.6640, -3.2132], [-4.5287, -0.0034, 3.0335], [-4.1418, 1.0152, 1.6465], [-3.6051, 1.4807, 3.2637], [-2.7051, -1.0973, 1.8849], [-2.0444, -0.4113, 3.3739], [0.9065, 2.3538, 2.1754], [0.4547, 1.1706, 3.4129], [-1.1317, 3.6860, 2.7163], [-0.0924, 3.4775, 4.1260], [-1.5586, 2.5202, 3.9798], [-2.6715, 2.8338, 0.6797], [-1.7969, -0.6596, -2.7398], [-0.1231, -1.0117, -3.1787], [-2.0350, 0.9251, -4.5907], [-1.4277, -0.6094, -5.1989], [-0.3160, 0.7451, -5.0120], [0.7865, 2.6093, -3.6976], [2.0813, 1.5985, -3.0947], [0.8492, 4.0816, -1.8107], [2.4976, 3.9364, -2.4146], [2.0219, 3.0890, -0.9429], [-2.6453, 4.7360, -0.1322], [-3.4308, 6.6349, -1.4413], [-3.1517, 6.6658, -3.9011], [-2.0375, 4.7604, -5.0188], [-1.3068, 2.8190, -3.7033], [4.8107, -0.9337, 5.1055], [3.5203, -1.2324, 5.3032], [3.0793, -0.4352, 6.2911], [3.4682, -2.4870, 5.7653], [2.7192, -1.0685, 4.0442], [1.5578, -1.8160, 3.8169], [0.9099, -1.6861, 2.6118], [1.3313, -0.8531, 1.6284], [2.3959, -0.0614, 1.9043], [3.1172, -0.1510, 3.0685], [1.1845, -2.4856, 4.5748], [0.0065, -2.2569, 2.3969], [2.6687, 0.6672, 1.1472], [3.9878, 0.4651, 3.2249]],
  "atomic_forces_ev_per_a": [[-0.6, 1.5, -1.2], [0.2, 0.2, 0.0], [0.0, -0.4, 0.1], [0.3, 0.0, 0.0], [0.2, 0.1, -0.1], [-0.5, -0.8, 0.1], [-2.5, -1.2, -0.4], [-0.4, 0.8, -0.1], [0.6, 0.3, -0.2], [-1.4, -0.5, 0.3], [1.4, -1.1, -0.1], [-0.6, 1.0, 0.0], [0.8, 0.2, -0.2], [-0.1, -0.4, 0.1], [-0.4, 0.2, 0.0], [-0.5, 0.3, 0.1], [0.5, -0.4, -0.1], [-0.6, -0.3, -0.1], [2.2, 0.7, -0.9], [0.5, -0.8, 0.0], [-0.2, 0.0, -0.1], [-0.2, 0.0, 0.0], [-0.1, 0.1, 0.1], [0.0, 0.1, 0.0], [-0.1, 0.0, 0.0], [0.1, -0.1, 0.0], [0.2, -0.1, 0.0], [0.1, 0.0, -0.1], [0.0, 0.1, 0.0], [-0.1, -0.1, 0.0], [0.0, -0.1, 0.0], [0.1, -0.1, 0.0], [0.7, 0.2, -0.4], [0.1, 1.0, 0.8], [-0.6, -0.5, -0.6], [0.2, 0.0, 0.0], [0.3, -0.6, 0.4], [0.7, -1.0, 0.1], [-0.2, 0.9, -0.9], [0.1, 0.3, 0.5], [0.2, 0.0, 0.1], [-0.5, -0.5, 0.5], [0.0, -0.1, -0.2], [-0.3, 0.4, -0.2], [0.1, -0.1, -0.1], [-0.1, 0.0, 0.0], [0.1, 0.0, 0.0], [-0.1, 0.1, -0.1], [0.0, -0.1, 0.3], [-0.1, 0.0, 0.1], [-0.1, 0.0, 0.0], [-0.1, 0.1, 0.0], [0.1, 0.0, 0.1], [0.0, -0.1, 0.0], [0.1, -0.1, -0.1], [0.1, -0.1, 0.0], [-0.1, 0.1, 0.0], [-0.1, 0.2, 0.1], [-0.1, 0.0, 0.0], [-0.2, 0.2, -0.1], [0.1, 0.0, 0.1], [-0.2, 0.0, 0.0], [0.0, 0.1, -0.1], [0.0, 0.0, -0.1], [0.0, 0.1, -0.1], [0.0, -0.2, -0.1], [0.0, -0.1, -0.1], [0.0, 0.1, 0.2], [0.1, 0.2, 0.0], [0.0, 0.0, 0.2], [0.0, 0.0, 0.1], [0.0, 0.1, 0.0], [0.0, 0.1, -0.1], [0.0, 0.0, -0.2], [0.0, 0.0, -0.1], [0.0, 0.1, -0.2], [0.3, 0.0, 0.7], [-0.1, 0.0, -0.3], [-0.1, -0.1, -0.2], [-0.5, 0.2, -0.8], [0.6, 0.4, 0.3], [0.0, 0.2, -0.4], [1.3, 0.0, 3.2], [-0.4, -0.2, -0.4], [0.0, -0.5, 0.7], [-0.1, -0.1, 0.0], [0.2, 0.1, 0.1], [-0.1, -0.1, 0.2], [0.1, 0.1, 0.0]],
  "homo_ha": [-0.367, -0.367],
  "charge": 1,
  "energy_ev": -260910.46984,
  "gap_ha": [0.2100, 0.2099],
  "relative_energy_kj_mol": 18.7,
  "mol_weight_g_mol": 884.7
}



{
  "formula": "C38H40F9N5O10S2",
  "method": "the ωB97M-V functional and the def2-TZVPD basis",
  "elements": ["C", "C", "C", "O", "O", "C", "C", "C", "C", "C", "C", "C", "C", "N", "C", "C", "S", "O", "O", "C", "F", "F", "C", "F", "F", "C", "F", "F", "C", "F", "F", "F", "C", "S", "C", "O", "O", "C", "C", "C", "C", "C", "C", "N", "C", "N", "H", "H", "H", "H", "H", "H", "H", "H", "H", "H", "H", "H", "H", "H", "H", "H", "H", "H", "H", "H", "H", "H", "H", "H", "H", "H", "H", "H", "H", "H", "C", "C", "C", "C", "C", "C", "N", "O", "O", "H", "H", "H", "H", "H", "C", "C", "C", "C", "C", "C", "N", "O", "O", "H", "H", "H", "H", "H"],
  "xyz": [[0.7519, -3.1178, 4.2604], [0.3032, -2.8297, 2.9639], [0.0538, -1.3810, 2.4652], [-0.9286, -1.1576, 1.8101], [0.9752, -0.4009, 2.8423], [1.4860, 0.3203, 1.7058], [2.2279, 1.6073, 2.2691], [1.7695, 2.8804, 1.4363], [2.2480, 4.2260, 2.1211], [1.1697, 5.3615, 1.9176], [0.9284, 5.7018, 0.3722], [-0.2423, 4.8211, -0.2136], [-1.6209, 5.1978, 0.1988], [-2.6892, 4.4996, -0.2077], [-2.3986, 3.4137, -1.0243], [-3.5760, 2.5779, -1.4572], [-5.3045, 2.9736, -1.0126], [-6.1924, 3.0319, -2.1773], [-5.4688, 4.2880, -0.3790], [-5.8432, 1.7583, 0.2959], [-5.4758, 2.3607, 1.5034], [-5.1160, 0.5738, 0.2906], [-7.3961, 1.5082, 0.4125], [-7.9555, 2.7154, 0.7964], [-8.0005, 1.2204, -0.7963], [-7.8197, 0.3136, 1.3646], [-7.4317, -0.9132, 0.8884], [-9.2147, 0.2927, 1.3318], [-7.4249, 0.4617, 2.8793], [-7.5519, 1.7080, 3.3879], [-8.1443, -0.3747, 3.7021], [-6.1158, 0.0286, 2.9934], [-3.3014, 1.3834, -2.2770], [-4.5387, 0.1854, -2.8600], [-4.0953, -1.5709, -2.4504], [-4.6050, 0.3303, -4.3286], [-5.9020, 0.3456, -2.3500], [-1.8756, 1.0879, -2.6962], [-1.4875, -0.1296, -3.6155], [-0.9068, -1.3700, -2.7614], [-0.7618, 1.9181, -2.2800], [0.7151, 1.5817, -2.7022], [1.1846, 2.3558, -4.0070], [1.5117, 1.4531, -5.1524], [-1.0182, 3.1166, -1.4034], [0.1293, 3.8109, -1.0291], [1.7949, -2.9125, 4.6096], [0.0758, -3.6338, 4.9992], [0.0937, -3.7011, 2.3045], [2.2713, -0.2795, 1.1603], [0.6820, 0.5927, 0.9632], [1.8653, 1.7603, 3.3259], [3.3429, 1.5244, 2.2108], [2.1429, 2.8574, 0.3793], [0.6475, 2.8922, 1.4251], [3.2225, 4.6061, 1.6980], [2.4200, 4.0674, 3.2191], [1.5769, 6.3134, 2.3729], [0.2162, 5.1365, 2.4645], [1.8595, 5.6239, -0.2385], [0.5212, 6.7561, 0.3647], [-1.7962, 6.0622, 0.8868], [-5.0017, -2.1810, -2.2339], [-3.3156, -1.5944, -1.6490], [-3.6066, -1.9619, -3.3865], [-0.6626, 0.1422, -4.3315], [-2.3337, -0.4898, -4.2460], [0.1892, -1.5236, -2.9663], [-1.5054, -2.2886, -2.9764], [-1.0657, -1.1144, -1.6746], [0.8898, 0.4845, -2.8098], [1.3912, 1.9213, -1.8668], [0.4269, 3.1388, -4.2624], [2.1454, 2.8873, -3.7532], [1.4308, 0.4724, -4.8617], [2.5033, 1.5824, -5.3667], [2.6188, -9.6148, 1.7945], [1.2500, -9.4432, 1.6264], [0.7111, -8.1656, 1.5757], [1.5538, -7.0680, 1.6901], [2.9216, -7.2294, 1.8657], [3.4529, -8.5101, 1.9183], [0.9914, -5.7170, 1.6119], [-0.2155, -5.6123, 1.4760], [1.7643, -4.7738, 1.6832], [3.0376, -10.6142, 1.8282], [0.6032, -10.3069, 1.5318], [-0.3562, -8.0423, 1.4444], [3.5798, -6.3752, 1.9599], [4.5189, -8.6483, 2.0521], [8.4019, 0.0777, 0.5898], [7.1520, 0.2025, 1.1844], [6.0260, 0.4025, 0.3987], [6.1638, 0.4715, -0.9813], [7.4090, 0.3554, -1.5839], [8.5312, 0.1583, -0.7916], [4.9727, 0.6579, -1.8157], [3.8979, 0.7750, -1.2520], [5.1231, 0.6814, -3.0242], [9.2793, -0.0840, 1.2059], [7.0555, 0.1406, 2.2617], [5.0566, 0.4984, 0.8713], [7.5195, 0.4136, -2.6591], [9.5076, 0.0634, -1.2508]],
  "atomic_forces_ev_per_a": [[-0.1, 0.3, -0.5], [0.5, 0.4, 1.3], [1.7, -1.3, -0.4], [0.5, 0.1, 0.3], [-0.6, -1.0, -0.7], [1.4, 1.1, -0.4], [-1.3, 0.5, -0.9], [0.5, 0.1, 0.9], [-0.5, 0.2, -0.3], [1.2, 0.6, -0.2], [-1.8, -0.1, 0.8], [1.8, 0.9, 0.2], [-0.1, -1.7, -1.0], [2.4, 0.2, 0.0], [-0.7, 0.0, 0.1], [2.1, -2.5, -1.2], [-2.8, 5.1, -2.1], [1.8, -2.0, 1.0], [1.6, -2.3, 0.7], [1.3, -1.1, 2.2], [-0.6, -0.7, -1.5], [-1.1, 1.4, -0.4], [-1.1, 0.7, -1.8], [0.7, -1.7, 0.1], [1.2, 0.0, 1.5], [-2.0, -0.4, 0.2], [0.0, 1.8, 0.6], [1.6, 0.3, 0.1], [1.1, -1.2, 1.7], [0.2, -1.3, -1.0], [0.6, 1.1, -1.5], [-1.5, 1.0, -0.1], [2.5, 1.7, 1.4], [-4.1, -0.6, -3.1], [1.6, 0.2, -0.5], [1.7, -0.3, 1.8], [2.0, 0.1, 1.3], [0.5, 0.9, 0.2], [0.4, -0.6, 0.3], [-0.6, 0.8, 0.2], [-1.8, -0.1, 0.4], [-0.2, 0.8, 0.6], [0.7, 0.0, 0.6], [0.1, 0.0, 0.6], [-0.2, -2.7, -1.9], [-4.0, 1.7, 1.5], [-1.5, 1.5, 0.3], [1.2, -1.0, -1.4], [-2.0, 1.4, 0.8], [-1.0, 0.1, 0.5], [0.6, -0.3, 1.0], [0.6, -0.2, -1.0], [-1.0, -0.1, 0.3], [-0.5, -0.2, 0.9], [1.0, -0.1, -0.1], [-0.9, -0.5, 0.3], [-0.2, 0.1, -0.9], [-0.4, -1.0, -0.3], [0.7, 0.0, -0.7], [-0.8, 0.0, 0.5], [0.7, -0.9, -0.2], [0.3, -0.9, -0.8], [0.5, 1.0, 0.0], [-1.0, -0.1, -0.4], [-0.6, 0.4, 0.9], [-1.2, 0.2, 0.7], [0.6, 0.6, 0.5], [-1.2, 0.0, 0.3], [0.8, 0.6, 0.1], [0.5, -0.5, -1.0], [-0.3, 1.0, 0.1], [-0.8, -0.4, -0.8], [0.6, -0.8, -0.1], [-1.1, -0.3, -0.1], [0.0, 0.6, -0.2], [-0.5, -0.1, -0.1], [0.0, 0.0, 0.0], [0.2, 0.1, 0.0], [-0.2, 0.0, 0.0], [0.2, -0.6, 0.1], [0.2, 0.1, 0.0], [-0.2, -0.1, 0.0], [0.2, 0.0, -0.1], [0.3, -0.1, 0.0], [-0.1, -0.6, -0.3], [0.0, 0.1, 0.0], [0.0, 0.1, 0.0], [0.1, 0.2, 0.0], [-0.2, 0.0, 0.0], [-0.1, 0.1, 0.0], [0.0, 0.0, 0.0], [0.1, 0.0, -0.2], [-0.1, 0.0, 0.2], [0.5, -0.1, 0.4], [0.1, 0.0, -0.2], [-0.1, 0.0, 0.1], [-0.2, 0.1, -0.2], [0.2, 0.0, -0.1], [0.0, 0.0, 0.3], [-0.1, 0.0, 0.0], [0.0, 0.0, -0.1], [0.0, 0.0, -0.2], [-0.2, 0.0, 0.1], [-0.1, 0.0, 0.0]],
  "homo_ha": -0.304,
  "smiles": "C=CC(=O)OCCCCCCc1cnc2c(S(=O)(=O)C(F)(F)C(F)(F)C(F)(F)C(F)(F)F)c(S(C)(=O)=O)c(CC)c(CCN)c2n1.O=[N+]([O-])c1ccccc1.O=[N+]([O-])c1ccccc1",
  "energy_ev": -114093.13107,
  "gap_ha": 0.2558,
  "relative_energy_kj_mol": 0.0,
  "mol_weight_g_mol": 961.9
}



Strongest force on any atom per entry: 0.0278, 0.0663, 0.1204 Eh/bohr